Here is a molecular structure, C36H53N5O6S in a non-equilibrium geometry from OMol25. Energies are from ωB97M-V with the def2-TZVPD basis set.

## Properties
- HOMO-LUMO gap (eV) = 8.2
- E_HOMO (eV) = -8.119
- electronic energy (eV) = -68755.2457

ORCA input file:
```
! RIJCOSX wB97M-V def2-TZVPD def2/J DEFGRID3
* xyz 0 1
C -0.31267 -3.99895 4.04265
C -0.52441 -3.22831 2.87248
C -0.18759 -3.85461 1.43423
O 1.01907 -4.08110 1.21569
O -1.19845 -4.17632 0.48597
C -1.51843 -2.98355 -0.31911
C -1.17660 -3.18870 -1.87258
C 0.03455 -2.22449 -2.35774
C -0.49756 -0.74973 -2.69776
C 0.57336 0.41310 -2.46332
C -0.22721 1.81371 -2.66458
C 0.79550 3.00133 -2.38649
O 1.81718 3.06433 -3.45369
S 2.55304 4.57982 -3.19320
O 3.92062 4.16616 -2.73442
O 2.44167 5.58606 -4.29234
O 1.51843 5.23989 -2.00935
C 0.27510 4.50687 -2.34850
C -0.87945 4.90018 -1.30120
C -0.35647 4.66880 0.20030
C -2.28537 4.21782 -1.65487
C -2.87600 3.24697 -0.53426
C -4.11322 2.34058 -1.05667
H -0.27757 -3.49846 5.05608
H -0.18801 -5.13404 4.02000
H -0.96027 -2.18525 3.00393
H -2.65476 -2.84790 -0.22981
H -0.99577 -2.06970 0.11528
H -0.80686 -4.26737 -1.98197
H -2.10307 -2.97833 -2.51382
H 0.40857 -2.70350 -3.33556
H 0.88612 -2.18253 -1.60080
H -0.81073 -0.71566 -3.79371
H -1.41529 -0.51585 -2.06339
H 1.40745 0.33504 -3.24602
H 1.00731 0.34325 -1.41217
H -0.62035 1.78802 -3.73862
H -1.10983 1.76515 -1.95243
H 1.37451 2.64541 -1.46158
H 0.02248 4.95765 -3.36882
H -1.02916 6.03416 -1.42829
H 0.32007 3.74089 0.26472
H 0.34880 5.55018 0.43444
H -1.15505 4.69478 1.00398
H -2.17334 3.70211 -2.66509
H -3.05077 5.05814 -1.80417
H -2.05955 2.52205 -0.21785
H -3.16986 3.88828 0.37298
H -4.10620 2.21559 -2.18595
H -5.10074 2.76481 -0.66485
H -4.04890 1.27621 -0.62220
N 3.46120 -3.53451 3.53362
C 3.21312 -4.34812 4.60612
C 4.12383 -4.04636 5.58888
C 4.94933 -3.00724 5.09245
C 4.51475 -2.71030 3.82309
H 2.94619 -3.54137 2.66536
H 2.41218 -5.07117 4.57643
H 4.18783 -4.51964 6.55732
H 5.76963 -2.52899 5.60651
H 4.86455 -1.98645 3.10312
N 2.06841 -7.44215 2.28334
C 0.79037 -7.47899 1.79386
C 0.43890 -8.79575 1.62528
C 1.54443 -9.58293 2.03372
C 2.53400 -8.72041 2.43732
H 2.58546 -6.60477 2.49752
H 0.24429 -6.56801 1.60710
H -0.50877 -9.15288 1.25079
H 1.60870 -10.66080 2.03304
H 3.52658 -8.90533 2.81841
N 1.59851 3.85548 4.58590
C 1.59079 2.48628 4.61786
C 1.96827 2.03125 3.37799
C 2.21844 3.16805 2.56963
C 1.98481 4.27945 3.34263
H 1.35854 4.45637 5.35660
H 1.31700 1.95573 5.51679
H 2.05594 0.99537 3.08588
H 2.53518 3.17276 1.53708
H 2.05885 5.33194 3.11556
N -2.18483 -3.46460 -6.07111
C -0.82302 -3.34710 -6.15531
C -0.30068 -4.60179 -6.35024
C -1.38809 -5.50978 -6.39095
C -2.53805 -4.77941 -6.21886
H -2.82626 -2.70325 -5.92438
H -0.34482 -2.38333 -6.06796
H 0.74738 -4.83985 -6.45339
H -1.33509 -6.57896 -6.53131
H -3.57379 -5.08082 -6.18763
N -1.60612 8.08096 1.75799
C -1.79807 8.41289 0.44441
C -3.13946 8.63936 0.25613
C -3.77994 8.44249 1.50457
C -2.80872 8.10129 2.41294
H -0.71913 7.85738 2.17760
H -0.96569 8.45740 -0.24139
H -3.60758 8.91703 -0.67641
H -4.83444 8.53994 1.71509
H -2.86926 7.87064 3.46546
*
```



Here is 2 unconnected molecules or ions with the total composition CHClFNO2 in a non-equilibrium geometry from OMol25. Energies are from ωB97M-V with the def2-TZVPD basis set.

## Properties
- energy relative to the best compared isomer or geometry (same formula, charge and spin) (kcal/mol) = 39.2
- HOMO-LUMO gap (alpha / beta) (eV) = 9.2 / 9.2
- E_HOMO (alpha / beta) (eV) = -9.646 / -9.644
- electronic energy (eV) = -21873.1188

ORCA input file:
```
! RIJCOSX wB97M-V def2-TZVPD def2/J DEFGRID3
* xyz 0 1
C 0.51254 -0.49280 0.52578
N -0.52426 0.91671 -0.63952
O -1.63455 0.50538 -0.64589
O 0.20106 1.67426 -1.19604
F 0.06297 -0.28980 1.81827
Cl -0.22139 -1.84522 -0.30476
H 1.60364 -0.46853 0.44216
*
```



Q: Among the records above, which one has the lowest electronic energy?
A: C36H53N5O6S



Q: electronic energy of number 1 (C36H53N5O6S)?
A: -68755.2457 eV